This record from OMol25 describes a 2-piece molecular cluster, C9H16NS overall in a non-equilibrium geometry. The level of theory is ωB97M-V/def2-TZVPD.

Positions of all 27 atoms, in Å:
1 C -2.025 -2.461 0.791
2 C 1.391 -0.094 1.123
3 C 1.235 -0.399 -1.388
4 C -0.113 0.221 1.223
5 C -0.332 -0.206 -1.311
6 C 1.903 0.411 -0.226
7 C -0.803 -0.478 0.104
8 C 3.396 0.337 -0.393
9 C -3.996 2.102 0.109
10 N -1.261 -1.612 0.368
11 S -3.398 0.611 -0.200
12 H -1.816 -3.480 1.214
13 H 1.778 0.526 1.882
14 H 1.803 -1.113 1.260
15 H 1.409 -1.439 -1.538
16 H 1.562 0.039 -2.316
17 H -0.510 0.083 2.296
18 H -0.119 1.292 1.167
19 H -0.516 0.917 -1.577
20 H -0.773 -0.889 -1.993
21 H 1.528 1.457 -0.403
22 H 3.925 0.623 0.496
23 H 3.547 1.086 -1.127
24 H 3.595 -0.668 -0.579
25 H -5.052 2.405 -0.055
26 H -3.097 -2.183 0.747
27 H -3.261 2.911 0.329

Results
Total energy: -21908.36311 eV
E_LUMO (alpha / beta): -4.122 / -4.123 eV
Total charge: +1
Strongest force on any atom: 0.0688 Eh/bohr
Frontier orbital gap (alpha / beta): 8.4852 / 8.4844 eV
Energy relative to the best compared isomer or geometry (same formula, charge and spin): 105.27 kJ/mol
E_HOMO (alpha / beta): -12.61 / -12.61 eV

=====

This record from OMol25 describes C3H2FeLi2O3 as an isolated structure in a non-equilibrium geometry. The level of theory is ωB97M-V/def2-TZVPD.

Positions of all 11 atoms, in Å:
1 C -0.499 0.180 0.550
2 C 0.311 -0.906 0.499
3 O -1.782 0.170 0.140
4 H -0.124 1.120 0.984
5 H -0.071 -1.842 0.056
6 Li -2.593 1.230 -0.879
7 Li -2.220 -1.157 1.216
8 O 0.982 0.956 -2.398
9 C 1.618 0.885 -1.470
10 O 1.611 -0.958 0.886
11 Fe 2.767 0.323 0.417

Results
Total energy: -44050.64591 eV
E_LUMO (alpha / beta): -13.168 / -15.859 eV
Total charge: +3
Strongest force on any atom: 0.0944 Eh/bohr
Frontier orbital gap (alpha / beta): 9.8826 / 8.7063 eV
Energy relative to the best compared isomer or geometry (same formula, charge and spin): 0.00 kJ/mol
Spin multiplicity: 6
E_HOMO (alpha / beta): -23.05 / -24.56 eV